1.
Density functional theory data (ωB97M-V with the def2-TZVPD basis set) for a structure of composition C22H23BrCsN7O2S2 at a distorted geometry.

Structure (XYZ):
```
58
Properties=species:S:1:pos:R:3:mulliken_charge:R:1
Cs -0.8376 0.1059 -2.1159 1.08
C 2.3236 6.2807 -2.2242 -1.25
C 2.9656 4.9462 -2.1742 0.94
N 4.2380 4.7233 -2.0987 -0.80
N 4.3398 3.3692 -2.0611 0.29
C 3.1514 2.7319 -2.1036 0.01
S 2.8549 1.0966 -2.0486 -0.35
N 2.2679 3.7633 -2.1730 0.44
N 0.9009 3.6225 -2.3740 -0.85
H 3.0841 7.0400 -2.0692 0.35
H 1.5650 6.3696 -1.4441 0.33
H 1.8379 6.4424 -3.1876 0.29
H 5.2367 2.9239 -2.0113 0.17
H 0.5757 2.7573 -1.9583 0.08
H 0.4058 4.3858 -1.9321 0.28
Br 0.3605 -4.4877 3.7882 -0.22
C -1.0509 -3.2073 3.7859 0.21
C -1.6823 -2.8920 2.5961 -0.75
C -2.6840 -1.9374 2.5872 0.19
C -3.0797 -1.3033 3.7724 -0.55
C -2.4395 -1.6627 4.9666 0.23
C -1.4218 -2.5967 4.9741 -0.61
N -4.1924 -0.4764 3.8331 -0.68
N -4.5142 0.4105 3.0182 -0.43
C -3.7251 0.9200 2.0083 -0.01
C -4.4657 1.5259 0.9812 -0.33
C -3.9086 1.9550 -0.1990 -0.98
C -2.5230 1.8301 -0.4597 1.63
O -1.9953 2.1042 -1.5708 -0.89
C -1.7062 1.3610 0.6680 -0.40
N -0.3696 1.4285 0.4908 -0.27
C 0.4240 1.1273 1.4930 -0.50
C -0.0530 0.7654 2.7579 -0.80
C -1.4069 0.6765 2.9518 -0.51
C -2.2957 0.9361 1.8871 0.33
H -1.3830 -3.3809 1.6787 0.49
H -3.1851 -1.6882 1.6599 0.43
H -2.7489 -1.1837 5.8868 0.46
H -0.9228 -2.8553 5.8979 0.42
H -5.5352 1.5882 1.1407 0.43
H -4.5210 2.3990 -0.9738 0.42
H 1.4903 1.2155 1.3064 0.47
H 0.6384 0.5922 3.5716 0.44
H -1.7901 0.4497 3.9342 0.83
O 0.0965 -1.9474 -2.8427 -0.76
S 0.9855 -2.6096 -1.8448 0.73
C 0.7027 -4.4133 -2.0114 -0.84
C 1.6864 -4.9150 -3.0564 -0.60
C 2.9977 -4.2015 -2.7411 -0.64
C 2.6410 -2.7261 -2.6318 -0.66
H -0.3448 -4.5473 -2.2727 0.38
H 0.8975 -4.8490 -1.0291 0.39
H 1.3410 -4.6331 -4.0533 0.30
H 1.7835 -6.0002 -3.0225 0.35
H 3.7535 -4.3700 -3.5084 0.34
H 3.3955 -4.5666 -1.7912 0.28
H 2.4992 -2.2592 -3.6064 0.33
H 3.3420 -2.1340 -2.0453 0.37
```

Results
frontier orbital gap = 6.71 eV
E_tot = -4776.33559 Eh

2.
Density functional theory data (ωB97M-V with the def2-TZVPD basis set) for a cluster of 5 separate species, C22H23F13N2O16S5 in total at a distorted geometry.

Structure (XYZ):
```
81
Properties=species:S:1:pos:R:3:mulliken_charge:R:1
F 1.3025 1.3828 -5.7556 -0.30
C 0.4369 1.0353 -4.5961 0.16
F -0.9716 1.4715 -4.7557 -0.29
C 0.4690 -0.6024 -4.2577 1.06
F -0.8989 -1.2048 -4.4131 -0.20
F 1.4953 -1.3085 -5.0908 -0.30
C 0.7969 -0.7079 -2.6216 -0.24
C 2.2503 -1.2854 -2.0339 -0.85
C 2.5849 -1.3426 -0.4054 -0.49
C 1.4278 -0.7921 0.6640 0.53
C 1.6945 -0.7659 2.3080 -0.70
C 1.5366 0.8049 2.8615 -0.51
C 2.9877 1.4905 3.1817 0.71
F 3.9454 0.9287 2.1562 -0.31
F 3.5203 0.9796 4.5003 -0.33
C 3.0609 3.1136 3.0222 0.48
F 4.1456 3.6123 3.9210 -0.27
F 3.5177 3.3989 1.6164 -0.26
C 1.6764 3.9303 3.3141 0.50
F 2.0683 5.3870 3.4146 -0.29
F 0.6935 3.8962 2.1668 -0.23
C 0.9293 3.5771 4.7287 0.61
F -0.3427 2.7957 4.4941 -0.20
F 0.4545 4.8988 5.2866 -0.27
F 1.7969 2.9894 5.7739 -0.20
C 0.0145 -0.2727 -0.0426 -0.12
N -1.2017 0.2896 0.6887 -0.33
S -2.5277 0.7872 -0.3884 0.19
N -1.7869 0.3745 -1.9492 -0.50
C -0.4122 -0.1814 -1.6249 0.84
H 0.8748 1.6298 -3.6593 0.20
H 3.0598 -1.6636 -2.7892 0.31
H 3.6161 -1.7583 0.0208 0.30
H 2.7064 -1.2620 2.6229 0.38
H 0.8388 -1.4178 2.8242 0.34
H 0.8876 1.3494 2.0551 0.30
H 0.9855 0.6867 3.9139 0.25
C -3.4995 -2.9941 -4.4124 -0.22
C -4.6816 -3.7643 -4.9946 -0.37
O -4.5934 -5.0690 -4.4264 -0.32
S -3.9559 -4.9529 -2.9295 1.06
O -5.0423 -4.9523 -1.9752 -0.54
O -2.8308 -5.8544 -2.8409 -0.55
O -3.3911 -3.4289 -3.0580 -0.21
H -2.5688 -3.2516 -4.9282 0.22
H -3.6506 -1.9122 -4.4546 0.30
H -4.6486 -3.8158 -6.0855 0.31
H -5.6331 -3.3227 -4.6801 0.30
C 1.6478 -6.4795 1.0372 -0.39
C 0.5361 -5.4340 1.0647 -0.28
O 0.9034 -4.5258 2.1006 -0.27
S 2.5303 -4.4377 2.1758 0.99
O 2.9538 -3.2713 1.4333 -0.40
O 2.9395 -4.6958 3.5368 -0.58
O 2.8552 -5.7584 1.2767 -0.33
H 1.5219 -7.2100 1.8428 0.30
H 1.6996 -7.0019 0.0782 0.31
H -0.4438 -5.8732 1.2664 0.32
H 0.4974 -4.8751 0.1237 0.27
C 2.1976 6.0188 -5.5409 -0.33
C 2.9990 6.1053 -4.2448 -0.36
O 2.3507 5.2094 -3.3448 -0.31
S 1.7201 3.9685 -4.1949 1.29
O 2.6483 2.8613 -4.1331 -0.56
O 0.3223 3.8438 -3.8526 -0.55
O 1.8341 4.6457 -5.6735 -0.30
H 1.2783 6.6098 -5.4760 0.30
H 2.7783 6.3449 -6.4079 0.30
H 3.0186 7.1175 -3.8339 0.32
H 4.0252 5.7524 -4.3917 0.28
C -4.5304 1.8261 5.4103 -0.35
C -3.2609 1.1283 5.8909 -0.14
O -3.5981 -0.2554 5.9576 -0.32
S -4.6931 -0.5905 4.7961 1.04
O -3.9899 -1.1389 3.6577 -0.46
O -5.8258 -1.2430 5.4106 -0.54
O -5.1068 0.9470 4.4458 -0.32
H -5.2464 1.9498 6.2292 0.29
H -4.3210 2.8005 4.9609 0.33
H -2.9296 1.4919 6.8665 0.31
H -2.4490 1.2433 5.1650 0.16
```

Results
frontier orbital gap = 6.73 eV
E_tot = -5453.93317 Eh
SMILES = FC(F)C(F)(F)c1ccc(CCC(F)(F)C(F)(F)C(F)(F)C(F)(F)F)c2nsnc12.O=S1(=O)OCCO1.O=S1(=O)OCCO1.O=S1(=O)OCCO1.O=S1(=O)OCCO1

3.
Density functional theory data (ωB97M-V with the def2-TZVPD basis set) for the molecule C22H23FN4O.

Structure (XYZ):
```
51
Properties=species:S:1:pos:R:3:mulliken_charge:R:1
C -5.2001 -2.9799 0.7309 -0.64
H -4.9917 -3.6473 1.5783 0.30
O -4.4739 -3.3735 -0.4090 -0.36
C -3.0875 -3.3989 -0.2218 -0.63
C -2.4215 -2.0503 -0.0549 0.34
N -3.1670 -0.9637 -0.2085 -0.47
C -2.5623 0.2112 -0.0663 -0.26
N -1.2777 0.3821 0.2059 -0.22
C -0.5064 -0.7018 0.3597 1.04
N 0.7906 -0.4727 0.6912 0.05
C 1.8391 -1.4592 0.5888 -0.91
H 1.4351 -2.4676 0.6412 0.42
H 2.5236 -1.3163 1.4341 0.35
C 2.6171 -1.2677 -0.7269 -0.79
N 3.1639 0.0717 -0.7933 0.05
C 4.4379 0.3359 -0.3185 0.63
C 5.5353 -0.4555 -0.6916 0.55
C 6.8243 -0.1972 -0.2804 -0.56
C 7.0849 0.9023 0.5191 -0.44
C 6.0341 1.7224 0.8865 -0.89
C 4.7421 1.4442 0.4824 -0.35
H 3.9527 2.1032 0.8059 0.27
H 6.2153 2.5880 1.5059 0.39
H 8.0918 1.1145 0.8404 0.38
H 7.6132 -0.8550 -0.6102 0.43
F 5.3570 -1.5259 -1.5129 -0.34
C 2.1119 1.0568 -0.6649 -1.18
H 2.5281 2.0605 -0.7402 0.56
C 1.3169 0.8755 0.6372 -0.36
H 0.4795 1.5697 0.6772 0.16
H 1.9667 1.0226 1.5061 0.42
H 1.4252 0.9099 -1.5065 0.40
H 3.4008 -2.0166 -0.7970 0.47
H 1.9318 -1.4005 -1.5715 0.31
C -1.0705 -1.9835 0.2369 -0.74
H -0.5024 -2.8901 0.3595 0.29
C -3.3905 1.4107 -0.2293 0.56
C -2.8587 2.6790 -0.0084 -0.20
C -3.6498 3.8009 -0.1631 -0.70
C -4.9770 3.6699 -0.5400 -0.37
C -5.5116 2.4108 -0.7632 -0.67
C -4.7253 1.2854 -0.6095 -0.48
H -5.1225 0.2976 -0.7833 0.50
H -6.5457 2.3092 -1.0590 0.40
H -5.5937 4.5489 -0.6604 0.38
H -3.2330 4.7827 0.0105 0.40
H -1.8245 2.7668 0.2856 0.37
H -2.6817 -3.8763 -1.1206 0.31
H -2.8244 -4.0270 0.6479 0.41
H -6.2517 -3.0550 0.4616 0.21
H -4.9677 -1.9508 1.0185 0.25
```

Results
frontier orbital gap = 8.27 eV
E_tot = -1246.26598 Eh
SMILES = COCc1cc(N2CCN(c3ccccc3F)CC2)nc(-c2ccccc2)n1

4.
Density functional theory data (ωB97M-V with the def2-TZVPD basis set) for the molecule C22H23FN6O.

Structure (XYZ):
```
53
Properties=species:S:1:pos:R:3:mulliken_charge:R:1
C -4.9188 -3.5948 0.8371 -0.86
H -4.4809 -4.5399 0.5012 0.34
O -4.0187 -2.8650 1.6369 -0.45
C -2.8405 -2.4683 1.0927 0.87
C -1.9746 -1.7686 1.9379 -0.51
C -0.7653 -1.3072 1.4706 -0.84
C -0.3670 -1.5103 0.1476 0.74
C -1.2268 -2.2413 -0.6612 0.37
C -2.4486 -2.7158 -0.2179 -0.65
H -3.0572 -3.2778 -0.9072 0.48
F -0.8688 -2.5618 -1.9216 -0.43
C 0.8960 -0.9538 -0.3193 0.11
N 1.9686 -0.9750 0.4541 -1.17
N 2.9408 -0.3500 -0.2106 0.83
C 2.4936 0.1017 -1.4106 -0.90
C 1.1762 -0.2676 -1.5309 0.54
C 0.2523 0.0454 -2.6614 -1.46
N -1.0860 0.3383 -2.1759 -0.06
H -1.7349 0.3736 -2.9549 0.32
C -1.2188 1.5322 -1.3632 0.45
C -1.1623 2.8474 -2.1457 -1.62
H -1.8878 2.8309 -2.9579 0.35
H -0.1715 3.0054 -2.5651 0.38
H -1.3998 3.6820 -1.4915 0.45
C -2.5558 1.4190 -0.6005 -0.87
N -2.6040 2.3095 0.5204 0.92
C -2.2207 2.0917 1.7902 0.09
N -2.3706 3.1836 2.5029 -0.66
C -2.8540 4.0702 1.6118 -0.15
N -3.0064 3.5806 0.4039 -1.06
H -3.0953 5.0823 1.8626 0.45
H -1.8595 1.1487 2.1446 0.38
H -3.3836 1.6703 -1.2677 0.33
H -2.6694 0.3937 -0.2411 0.15
H -0.4071 1.5116 -0.6256 0.20
H 0.6917 0.8656 -3.2554 0.45
H 0.1691 -0.8297 -3.3136 0.36
H 3.1126 0.6445 -2.0944 0.45
C 4.2137 -0.2329 0.3528 1.27
C 4.4242 -0.7404 1.6332 -0.57
C 5.6697 -0.6402 2.2201 -0.61
C 6.7159 -0.0355 1.5418 -0.49
C 6.5073 0.4671 0.2688 -0.72
C 5.2644 0.3719 -0.3302 -0.47
H 5.1243 0.7664 -1.3240 0.26
H 7.3186 0.9376 -0.2664 0.36
H 7.6892 0.0429 2.0016 0.38
H 5.8253 -1.0357 3.2125 0.37
H 3.5972 -1.2086 2.1420 0.38
H -0.0936 -0.7737 2.1253 0.50
H -2.2804 -1.6035 2.9588 0.43
H -5.2451 -3.0146 -0.0318 0.34
H -5.7768 -3.8020 1.4742 0.24
```

Results
frontier orbital gap = 8.81 eV
E_tot = -1355.77066 Eh
SMILES = COc1ccc(-c2nn(-c3ccccc3)cc2CN[C@@H](C)Cn2cncn2)c(F)c1